Density functional theory data (ωB97M-V/def2-TZVPD) for a molecular structure, C16H15BrF5N2O3S2Sn.

```
45
C16H15BrF5N2O3S2Sn | the Open Molecules 2025 dataset | ωB97M-V/def2-TZVPD
Sn -0.4317 0.5326 -2.0252
Br -0.6747 1.9473 -3.9854
S -2.8800 0.3316 -1.3438
S 1.6137 1.7554 -0.5569
F 0.7899 -1.4653 -4.4129
F 0.9997 -4.2576 -4.6344
F 0.6435 -4.3914 -0.0105
F -0.4192 -1.9060 0.1250
F 0.8346 -5.7182 -2.1920
O 1.7738 0.9124 -1.7676
O 2.4665 2.8988 -0.5193
O 0.0640 1.9278 -0.5042
N -3.1404 3.0394 -1.1396
N -2.8317 1.8726 0.8916
C 0.0810 -1.6281 -2.1524
C 0.3125 -3.7641 -1.1532
C 1.1376 -0.5036 2.7541
C -3.2576 4.3739 -0.6023
C 0.5312 -4.4049 -2.3198
C 2.1251 -1.4612 2.5736
C 1.9702 0.7152 0.8649
C -2.9050 1.8838 -0.4619
C 2.9812 -0.2404 0.6479
C -0.0274 -2.4439 -1.0609
C 1.1097 0.6249 1.9607
C -2.2186 2.9532 1.6879
C 0.7134 -3.6725 -3.4573
C 3.0676 -1.3403 1.5370
C 2.2231 -2.7203 3.3616
C 0.5287 -2.2682 -3.3464
H 0.2911 -0.8317 3.3335
H -3.0363 3.7067 1.8788
H 2.2835 -2.5760 4.4490
H -2.0595 2.4879 2.6999
H -2.7085 0.9122 1.2424
H 3.6323 -0.2361 -0.2631
H -2.4611 4.5142 0.1509
H -1.2670 3.2821 1.3160
H -4.1778 4.4437 0.0223
H 0.4860 1.4321 2.3698
H 3.7421 -2.1465 1.3778
H 3.1810 -3.1740 3.1331
H -3.2504 5.0974 -1.3782
H 1.4621 -3.4561 3.0266
H -3.2980 2.9613 -2.1171
```

Values from the calculation:
- frontier orbital gap (eV) = 7.99
- HOMO (eV) = -12.315
- charge = +1
- E_tot (eV) = -137082.7305
- spin multiplicity = 1
- energy above the lowest of the compared OMol25 structures with the same formula, charge and spin (kJ/mol) = 2.96

Density functional theory data (ωB97M-V/def2-TZVPD) for a molecular structure, C13H8F6N2O4PtS5.

```
39
C13H8F6N2O4PtS5 | the Open Molecules 2025 dataset | ωB97M-V/def2-TZVPD
Pt -0.1302 -0.1784 -0.4131
S -1.6422 1.3569 -0.7747
S 3.0167 0.1765 1.2637
S 1.0099 0.4969 -2.4039
S -1.6868 -1.3166 0.8270
S 1.1023 1.7410 2.6118
F 1.6792 4.2327 1.9922
F 4.5346 0.1781 -0.8522
F 0.8775 3.0757 0.3464
F 3.4450 2.0304 -0.5616
F -0.4332 3.7425 1.9390
F 5.1545 1.5734 0.6867
O 1.0768 2.1514 3.9750
O 2.0174 -0.4633 0.3939
O 3.8768 -0.7323 1.9461
O 0.1154 0.8132 2.1313
N 0.6210 -1.8218 -1.4268
N 2.5482 1.3721 2.1288
C 1.4743 -3.9287 -2.0300
C 4.1047 1.0550 0.0596
C -3.0721 0.8436 -0.0194
C 2.1112 -3.3422 -3.1220
C -5.4172 -0.0143 1.1905
C -4.2945 -0.7798 1.3119
C 2.0150 -1.9838 -3.3444
C -4.2550 1.6127 -0.1507
C -3.0849 -0.3571 0.7103
C 1.2507 -1.2288 -2.4626
C -5.4014 1.1931 0.4547
C 0.7425 -3.1281 -1.1822
C 0.7965 3.2956 1.6664
H -6.3031 1.7846 0.3769
H -6.3349 -0.3330 1.6665
H 0.2316 -3.5088 -0.3092
H 2.7003 -3.9554 -3.7912
H 1.5505 -4.9880 -1.8361
H -4.3035 -1.7030 1.8758
H -4.2233 2.5361 -0.7138
H 2.5298 -1.4983 -4.1606
```

Values from the calculation:
- frontier orbital gap (alpha / beta) (eV) = 6.16 / 5.70
- HOMO (alpha / beta) (eV) = -8.894 / -8.965
- E_tot (eV) = -98507.7156
- spin multiplicity = 1
- energy above the lowest of the compared OMol25 structures with the same formula, charge and spin (kJ/mol) = 0.00

Density functional theory data (ωB97M-V/def2-TZVPD) for 2 unconnected molecules or ions with the total composition C21H20F13O8PS.

```
64
C21H20F13O8PS | the Open Molecules 2025 dataset | ωB97M-V/def2-TZVPD
S -0.3354 4.9218 1.2960
P 0.2678 3.4231 2.4076
F 7.1611 -2.2555 0.3922
F 2.6796 -2.8230 0.6816
F -6.1065 -2.4291 1.1691
F -6.9089 -0.6422 -0.1957
F 5.9776 -0.1990 2.5558
F 5.8057 -3.1056 2.9511
F 5.3970 -4.3993 0.9900
F -3.7555 -1.2552 1.7350
F 3.1070 -2.0289 2.9523
F -6.7456 -0.3014 2.2732
F 6.6998 0.3586 0.3443
F -4.3272 -0.9024 -0.6526
F 5.0997 -2.0252 -0.7896
O 0.7584 -0.3314 0.9816
O 0.1438 0.8201 2.8730
O -4.0310 -3.3261 -5.5883
O -1.1867 1.0334 -4.5044
O -0.5053 3.6735 3.9876
O 4.1134 0.9874 -0.5065
O -0.1141 -1.7208 2.9033
O 2.0079 3.4881 2.7603
C -3.3772 -2.3227 -5.3386
C -6.1672 -0.9247 1.0609
C -4.5898 -0.4586 0.7653
C -2.8135 -1.4868 -6.4172
C -1.8405 0.0300 -4.7541
C -4.3625 1.1706 0.9746
C 1.6245 1.8038 -0.3179
C -2.8016 1.6003 0.5541
C -3.1205 -1.9011 -3.9474
C 3.5080 -3.0101 1.8961
C 2.7214 0.8156 -1.0384
C -1.9420 1.6452 1.9499
C 5.1255 -3.0597 1.6345
C 4.2341 0.3998 0.8377
C 0.2362 -0.5625 2.3376
C -0.3148 1.7215 1.7640
C -2.4042 -0.8059 -3.6756
C 5.7003 -1.9352 0.5917
C 0.4068 1.0327 0.4635
C -2.0972 -0.3917 -6.1453
C 5.6441 -0.3879 1.1258
H -2.2060 -0.4830 -2.6608
H -2.4582 0.7920 -0.2188
H -3.0117 -1.8097 -7.4319
H 4.1524 1.2731 1.6464
H -2.2562 0.6696 2.5618
H -1.6764 0.2315 -6.9253
H 2.7951 1.1295 -2.1875
H 0.1220 3.1690 4.6172
H 2.3108 4.2582 2.1612
H -5.1746 1.8177 0.4297
H -4.4327 1.3446 2.1511
H 2.2249 2.5735 0.3266
H -2.3956 2.5484 2.5856
H 1.1156 2.4295 -1.1978
H 3.3675 -0.3664 1.0164
H -0.2931 0.7203 -0.4520
H -2.8518 2.6930 0.1117
H 2.4243 -0.3208 -1.0424
H 3.2127 -4.0790 2.3381
H -3.5413 -2.5243 -3.1674
```

Values from the calculation:
- frontier orbital gap (eV) = 8.12
- HOMO (eV) = -9.931
- SMILES string = O=C1O[C@H](CCOCC(F)(F)C(F)(F)C(F)(F)C(F)F)[C@](CCCC(F)(F)C(F)(F)F)(P(O)(O)=S)O1.O=C1C=CC(=O)C=C1
- E_tot (eV) = -93921.1876
- spin multiplicity = 1

Density functional theory data (ωB97M-V/def2-TZVPD) for a gas-phase ion, C3H7N2O (charge +1).

```
13
C3H7N2O | the Open Molecules 2025 dataset | ωB97M-V/def2-TZVPD
O -1.2985 0.3757 -0.3229
N -0.5214 -0.6726 2.2785
N 0.7069 0.1950 -1.2386
C 0.4789 0.7386 -2.4820
C -0.0693 -0.0423 0.0039
C 0.3702 -0.5402 1.3268
H 1.4331 -0.7072 1.6560
H -0.5565 1.0530 -2.6522
H 1.2345 0.6700 -3.2505
H -1.7202 0.9431 0.3532
H 1.6188 -0.2220 -1.0672
H -0.1986 -0.8183 3.3222
H -1.4779 -0.9727 2.0727
```

Values from the calculation:
- frontier orbital gap (alpha / beta) (eV) = 7.18 / 7.18
- HOMO (alpha / beta) (eV) = -12.264 / -12.264
- charge = +1
- SMILES string = C=[NH+]/C(O)=C/N
- E_tot (eV) = -8242.9750
- spin multiplicity = 1
- energy above the lowest of the compared OMol25 structures with the same formula, charge and spin (kJ/mol) = 305.28